Record 1
Below is 9 unconnected molecules or ions with the total composition C9H36N18O9 at a distorted geometry, with properties calculated with wB97M-V/def2-TZVPD.

Geometry (Å):
C 1.775 2.036 4.325
O 1.232 1.727 5.440
N 3.010 1.424 4.001
N 1.231 2.890 3.363
H 3.702 1.684 3.330
H 3.176 0.567 4.497
H 1.602 2.862 2.420
H 0.350 3.362 3.360
C -0.895 -1.155 4.670
O -1.986 -1.766 4.681
N 0.081 -1.319 3.676
N -0.505 -0.368 5.761
H -0.041 -2.031 2.967
H 0.728 -0.570 3.552
H 0.240 0.350 5.631
H -1.087 -0.417 6.572
C 0.138 -4.172 1.164
O 0.080 -2.893 1.150
N -0.659 -5.018 0.434
N 1.088 -4.836 1.950
H -0.336 -5.953 0.317
H -1.362 -4.607 -0.160
H 1.089 -5.833 1.965
H 1.683 -4.309 2.555
C -3.365 -3.709 1.708
O -3.313 -4.205 0.580
N -2.584 -2.653 2.116
N -4.301 -4.165 2.658
H -2.551 -2.486 3.132
H -1.870 -2.312 1.503
H -4.458 -5.149 2.521
H -4.298 -3.700 3.548
C -0.197 -2.018 -5.490
O -0.244 -2.769 -4.507
N 0.213 -0.701 -5.339
N -0.743 -2.368 -6.725
H 0.378 -0.475 -4.371
H -0.064 0.036 -5.949
H -1.233 -3.239 -6.794
H -1.067 -1.614 -7.302
C -3.103 1.585 -0.357
O -2.973 0.822 -1.302
N -4.344 2.029 0.073
N -2.048 2.114 0.357
H -5.164 1.666 -0.365
H -4.328 2.688 0.820
H -1.124 1.795 0.077
H -2.071 2.793 1.085
C 0.692 0.119 -0.441
O 0.777 1.359 -0.705
N 1.642 -0.504 0.309
N -0.386 -0.641 -0.767
H 1.455 -1.468 0.556
H 2.530 -0.144 0.565
H -1.251 -0.204 -1.085
H -0.446 -1.594 -0.398
C 2.323 5.022 -0.467
O 2.411 6.187 -0.011
N 1.385 4.082 -0.022
N 3.276 4.597 -1.409
H 1.381 3.173 -0.460
H 0.771 4.319 0.724
H 3.770 5.301 -1.920
H 3.277 3.683 -1.833
C 2.440 2.730 -4.817
O 3.193 3.067 -3.878
N 1.160 2.180 -4.679
N 2.772 2.996 -6.158
H 0.846 2.168 -3.713
H 0.594 2.045 -5.481
H 2.161 2.729 -6.896
H 3.745 3.180 -6.314

Its SMILES is NC(N)=O.NC(N)=O.NC(N)=O.NC(N)=O.NC(N)=O.NC(N)=O.NC(N)=O.NC(N)=O.NC(N)=O. Its highest occupied orbital energy is -9.15 eV. The value obtained for the HOMO-LUMO gap is 9.3 eV. As for the multiplicity: 1. The value obtained for the energy above the lowest of the compared OMol25 structures with the same formula, charge and spin is 36.8 kcal/mol. As for the LUMO energy: 0.19 eV. The strongest force on any atom comes out at 0.0779 Eh/bohr.

Record 2
Below is a molecular structure, C28H40NO2Ti at a distorted geometry, with properties calculated with wB97M-V/def2-TZVPD.

Geometry (Å):
O -0.586 2.162 -0.668
C 0.578 2.197 -1.701
C 0.366 3.609 -2.135
H 0.506 1.443 -2.513
H 1.570 2.119 -1.195
C -0.354 3.702 -0.785
H -0.226 3.623 -3.075
H 1.157 4.352 -2.195
C -1.454 4.731 -0.987
H -1.955 4.561 -1.953
H -0.940 5.714 -1.084
H -2.122 4.785 -0.112
C 0.501 4.040 0.434
H 1.493 3.548 0.423
H -0.033 3.701 1.332
H 0.714 5.123 0.582
Ti -1.409 0.338 0.644
C -0.635 -0.626 2.648
C 0.291 -1.540 2.018
C 1.379 -0.798 1.523
H 0.206 -2.626 1.997
C 1.137 0.584 1.771
C -0.134 0.722 2.454
H -0.520 1.643 2.936
H -1.393 -0.924 3.388
H 2.283 -1.215 1.042
H 1.863 1.393 1.635
C -3.562 -0.550 1.369
C -3.238 0.686 2.022
C -3.201 1.708 1.003
H -3.213 0.836 3.102
C -3.426 1.071 -0.264
C -3.716 -0.299 -0.026
H -4.059 -1.008 -0.777
H -3.842 -1.459 1.881
H -3.152 2.802 1.144
H -3.522 1.585 -1.223
O 3.168 1.419 -1.065
C 4.108 2.381 -0.500
C 5.494 1.972 -0.961
H 3.972 2.335 0.591
H 3.901 3.399 -0.848
C 5.266 1.046 -2.169
H 5.912 1.354 -0.173
H 6.152 2.817 -1.165
C 3.909 0.435 -1.856
H 6.021 0.275 -2.355
H 5.148 1.711 -3.035
H 4.018 -0.449 -1.197
H 3.297 0.172 -2.739
C -1.749 -4.754 2.975
N -1.277 -4.228 1.709
C -0.387 -5.069 0.948
C -2.135 -3.267 1.084
C -1.666 -2.814 -0.248
C -1.911 -3.683 -1.323
C -1.165 -3.552 -2.495
C -0.415 -2.381 -2.651
C -0.574 -1.322 -1.727
C -1.091 -1.560 -0.460
H -0.894 -5.180 3.522
H -2.506 -5.547 2.815
H -2.207 -3.954 3.587
H -0.964 -5.832 0.386
H 0.225 -4.473 0.244
H 0.270 -5.557 1.694
H -3.183 -3.632 1.016
H -2.154 -2.434 1.790
H -2.661 -4.477 -1.225
H -1.163 -4.334 -3.263
H 0.228 -2.260 -3.522
H -0.343 -0.289 -2.042

The charge is -1. Its highest occupied orbital energy (alpha / beta) is -0.88 / -3.28 eV. The value obtained for the HOMO-LUMO gap (alpha / beta) is 3.4 / 5.7 eV. As for the multiplicity: 3. The value obtained for the energy above the lowest of the compared OMol25 structures with the same formula, charge and spin is 15.4 kcal/mol. As for the LUMO energy (alpha / beta): 2.47 / 2.47 eV. The strongest force on any atom comes out at 0.0840 Eh/bohr.

Record 3
Below is a molecular structure, C7H8Cl2LuN2O3SYb at a distorted geometry, with properties calculated with wB97M-V/def2-TZVPD.

Geometry (Å):
Yb -1.472 -0.982 -3.179
Lu -0.128 0.007 0.772
Cl -0.073 -1.892 -1.260
Cl -1.011 1.560 -0.857
C 1.338 1.790 1.326
C -0.097 -2.144 -4.639
C -0.153 0.430 -4.603
O 2.014 2.712 1.496
O 0.732 -2.599 -5.304
O 0.600 0.928 -5.326
S -2.324 -0.594 1.916
C -1.276 -0.405 3.253
N -1.681 0.025 4.421
C -0.789 0.359 5.543
C 0.581 0.734 5.019
C 1.130 -0.375 4.155
N 0.108 -0.661 3.086
H -2.698 0.127 4.534
H -0.726 -0.518 6.199
H -1.255 1.182 6.085
H 1.265 0.897 5.859
H 0.522 1.676 4.460
H 1.304 -1.301 4.722
H 2.054 -0.098 3.637
H 0.240 -1.596 2.659

The charge is +4. Its highest occupied orbital energy (alpha / beta) is -22.04 / -22.04 eV. The value obtained for the HOMO-LUMO gap (alpha / beta) is 5.7 / 3.7 eV. As for the multiplicity: 2. As for the LUMO energy (alpha / beta): -16.34 / -18.35 eV. The strongest force on any atom comes out at 0.1451 Eh/bohr.

Record 4
Below is a single C21H21NO2 molecule at a distorted geometry, with properties calculated with wB97M-V/def2-TZVPD.

Geometry (Å):
C -4.896 -1.165 1.341
H -4.131 -1.897 1.589
H -5.860 -1.668 1.328
H -4.911 -0.407 2.120
C -4.617 -0.525 -0.021
C -3.325 0.250 0.006
C -3.316 1.621 -0.227
C -2.141 2.342 -0.206
C -0.922 1.708 0.060
C -0.929 0.327 0.289
C -2.110 -0.383 0.260
H -2.085 -1.448 0.436
H -0.004 -0.201 0.472
C 0.282 2.490 0.062
C 1.625 2.261 0.373
N 2.322 1.273 0.922
H 1.856 0.394 1.108
C 3.766 1.225 0.887
H 4.145 2.247 0.858
H 4.114 0.734 1.799
C 4.261 0.448 -0.348
C 3.643 -0.921 -0.383
C 2.445 -1.134 -1.056
C 1.832 -2.374 -1.030
C 2.412 -3.420 -0.331
C 3.607 -3.219 0.338
C 4.216 -1.976 0.315
H 5.148 -1.823 0.840
H 4.067 -4.032 0.879
H 1.936 -4.389 -0.312
H 0.901 -2.523 -1.557
H 1.991 -0.323 -1.609
H 5.348 0.378 -0.300
H 3.989 1.007 -1.245
C 2.023 3.629 -0.057
O 3.075 4.205 -0.165
C 0.542 3.882 -0.338
O -0.118 4.820 -0.706
H -2.145 3.405 -0.394
H -4.247 2.130 -0.431
C -4.593 -1.584 -1.125
H -5.554 -2.090 -1.181
H -4.388 -1.123 -2.089
H -3.825 -2.329 -0.931
H -5.430 0.176 -0.240

Its SMILES is CC(C)c1ccc(-c2c(NCCc3ccccc3)c(=O)c2=O)cc1. Its highest occupied orbital energy is -8.24 eV. The value obtained for the HOMO-LUMO gap is 8.1 eV. As for the multiplicity: 1. The value obtained for the energy above the lowest of the compared OMol25 structures with the same formula, charge and spin is 24.1 kcal/mol. As for the LUMO energy: -0.11 eV. The strongest force on any atom comes out at 0.0196 Eh/bohr.

Record 5
Below is a molecular structure, C23H23CrN3O7SSi at a distorted geometry, with properties calculated with wB97M-V/def2-TZVPD.

Geometry (Å):
Cr -18.277 8.781 -3.692
O -17.165 14.126 -6.163
C -17.386 12.888 -5.772
C -18.328 12.711 -4.754
C -18.446 11.344 -4.213
N -17.718 10.395 -4.486
C -16.987 10.528 -5.655
C -16.737 11.709 -6.361
C -16.698 9.204 -6.117
O -16.260 9.056 -7.288
O -17.024 8.188 -5.380
C -19.566 11.173 -3.214
O -20.478 11.951 -2.990
O -19.461 9.946 -2.747
H -23.665 7.942 -9.532
H -19.031 13.293 -4.612
H -15.931 11.637 -7.215
C -18.883 6.256 -0.994
C -19.404 5.917 -2.352
C -20.239 4.856 -2.572
C -20.776 4.786 -3.901
C -20.625 5.804 -4.759
C -19.869 6.954 -4.466
N -19.149 6.855 -3.252
N -19.727 8.074 -5.080
Si -21.136 8.746 -5.861
C -22.403 8.865 -4.378
C -22.059 7.564 -7.128
C -20.879 10.315 -6.782
H -19.449 7.191 -0.586
H -17.850 6.541 -1.128
H -19.072 5.420 -0.212
H -20.479 4.183 -1.757
H -21.511 3.872 -3.930
H -21.099 5.599 -5.712
H -22.724 7.925 -4.397
H -23.310 9.439 -4.508
H -21.987 9.284 -3.585
H -22.320 6.706 -6.577
H -21.490 7.243 -8.047
H -22.854 7.877 -7.649
H -20.018 9.913 -7.589
H -20.598 11.348 -6.374
H -21.689 10.660 -7.544
O -12.276 10.829 -6.273
C -12.078 11.235 -5.041
O -11.004 11.872 -4.736
C -13.207 10.565 -4.329
C -13.602 9.278 -4.271
C -14.532 8.570 -3.423
C -15.323 9.449 -2.621
S -16.633 8.716 -1.910
C -14.887 10.917 -2.549
C -13.688 11.359 -3.140
H -13.059 10.699 -6.868
H -13.183 8.390 -4.903
H -14.619 7.506 -3.195
H -15.631 11.571 -2.087
H -13.394 12.363 -3.107

The charge is -2. Its highest occupied orbital energy (alpha / beta) is -2.35 / -2.45 eV. The value obtained for the HOMO-LUMO gap (alpha / beta) is 6.8 / 5.9 eV. As for the multiplicity: 5. The value obtained for the energy above the lowest of the compared OMol25 structures with the same formula, charge and spin is 224.6 kcal/mol. As for the LUMO energy (alpha / beta): 4.48 / 3.42 eV. The strongest force on any atom comes out at 0.2323 Eh/bohr.

Record 6
Below is 13 unconnected molecules or ions with the total composition C33H97N11O13 at a distorted geometry, with properties calculated with wB97M-V/def2-TZVPD.

Geometry (Å):
C -9.239 -28.346 20.148
C -9.711 -28.555 18.729
C -8.583 -28.412 17.666
O -8.028 -27.099 17.782
C -7.138 -26.666 16.643
N -10.298 -29.945 18.758
H -8.365 -28.965 20.351
H -9.852 -28.570 21.021
H -9.025 -27.310 20.411
H -10.414 -27.756 18.495
H -8.970 -28.539 16.656
H -7.771 -29.137 17.726
H -6.729 -25.686 16.891
H -7.431 -26.658 15.593
H -6.262 -27.312 16.606
H -9.489 -30.506 18.533
H -10.415 -30.098 19.750
C -0.227 -13.032 20.381
C 0.322 -12.815 18.976
C -0.040 -13.923 17.924
O 0.584 -13.769 16.645
C 0.547 -14.922 15.866
N -0.150 -11.530 18.528
H 0.270 -12.348 21.069
H 0.000 -13.991 20.846
H -1.310 -12.917 20.413
H 1.394 -12.777 19.166
H -1.115 -14.047 17.797
H 0.203 -14.844 18.453
H 0.921 -14.832 14.846
H -0.455 -15.226 15.564
H 1.067 -15.744 16.357
H 0.120 -10.853 19.227
H 0.431 -11.222 17.762
C 4.155 -27.198 20.925
C 5.042 -25.913 21.261
C 5.657 -25.418 19.989
O 6.557 -26.378 19.499
C 7.220 -25.980 18.301
N 4.075 -24.978 21.799
H 4.612 -28.083 20.482
H 3.428 -26.991 20.139
H 3.682 -27.669 21.786
H 5.825 -26.102 21.995
H 6.232 -24.506 20.150
H 4.866 -25.243 19.260
H 8.115 -25.378 18.459
H 6.558 -25.444 17.621
H 7.475 -26.820 17.654
H 3.185 -24.898 21.329
H 4.443 -24.038 21.765
C -10.228 -12.812 16.165
C -8.985 -13.595 15.756
C -9.200 -15.153 15.709
O -7.903 -15.822 15.714
C -7.876 -17.234 15.651
N -8.351 -13.112 14.523
H -10.092 -11.731 16.192
H -10.730 -13.110 17.085
H -11.055 -13.122 15.526
H -8.317 -13.348 16.582
H -9.835 -15.459 14.877
H -9.756 -15.560 16.554
H -6.837 -17.468 15.883
H -8.151 -17.629 14.673
H -8.482 -17.752 16.395
H -8.975 -13.144 13.730
H -7.748 -13.865 14.225
C -4.245 -32.074 9.244
C -3.101 -31.557 10.057
C -3.498 -30.229 10.744
O -3.839 -29.114 9.989
C -2.845 -28.749 9.009
N -2.666 -32.555 10.950
H -4.452 -31.511 8.334
H -5.151 -32.258 9.822
H -4.051 -33.061 8.825
H -2.239 -31.334 9.429
H -2.726 -29.767 11.360
H -4.266 -30.416 11.495
H -2.734 -29.439 8.173
H -1.845 -28.743 9.442
H -3.016 -27.734 8.649
H -1.758 -32.308 11.315
H -3.204 -32.510 11.804
C -0.014 -22.507 13.577
C 0.827 -23.754 13.964
O 0.437 -24.732 14.915
H -0.211 -21.921 14.475
H -0.941 -22.796 13.083
H 0.533 -21.744 13.023
H 1.753 -23.338 14.360
H 1.014 -24.117 12.953
H 0.091 -24.241 15.664
C 0.311 -20.887 3.990
C 0.390 -22.283 4.707
O 0.322 -22.063 6.124
H 0.318 -20.950 2.901
H 1.054 -20.135 4.251
H -0.587 -20.346 4.289
H 1.393 -22.664 4.515
H -0.349 -22.983 4.316
H 1.139 -21.699 6.472
C -8.126 -24.314 8.131
C -7.475 -22.994 8.587
O -8.399 -22.214 9.394
H -9.027 -24.138 7.542
H -8.544 -24.904 8.946
H -7.416 -24.940 7.590
H -7.153 -22.352 7.767
H -6.572 -23.298 9.116
H -8.009 -21.366 9.618
C 7.456 -19.580 13.613
C 6.891 -18.420 12.812
O 7.464 -18.331 11.489
H 7.183 -20.503 13.101
H 6.944 -19.679 14.570
H 8.516 -19.615 13.865
H 7.164 -17.541 13.397
H 5.805 -18.390 12.725
H 8.296 -17.869 11.613
C 5.967 -24.995 8.983
C 6.314 -23.774 8.264
O 5.358 -22.844 8.674
H 5.101 -25.375 8.441
H 5.746 -24.929 10.048
H 6.581 -25.868 8.762
H 6.361 -23.926 7.186
H 7.327 -23.586 8.620
H 5.830 -22.041 8.908
C -3.858 -16.307 8.813
O -4.774 -16.783 9.435
N -2.723 -16.856 8.488
N -3.953 -15.160 8.189
H -2.206 -16.242 7.875
H -2.535 -17.848 8.528
H -3.234 -14.685 7.664
H -4.827 -14.667 8.308
C 1.403 -31.325 15.690
O 1.491 -32.544 15.645
N 2.274 -30.505 15.162
N 0.543 -30.617 16.316
H 3.169 -30.958 15.040
H 2.137 -29.510 15.266
H 0.546 -29.620 16.157
H 0.013 -31.033 17.068
C -2.188 -22.039 20.574
O -1.472 -22.917 20.137
N -3.514 -22.186 20.601
N -1.772 -20.855 21.019
H -4.103 -21.400 20.837
H -3.961 -22.990 20.183
H -2.493 -20.343 21.507
H -0.788 -20.756 21.223

Its highest occupied orbital energy is -9.15 eV. The value obtained for the HOMO-LUMO gap is 9.3 eV. As for the multiplicity: 1. As for the LUMO energy: 0.11 eV. The strongest force on any atom comes out at 0.1236 Eh/bohr.